Entry 1:
C8H11NO2S2 | ωB97M-V/def2-TZVPD

```
24
Properties=species:S:1:pos:R:3:nbo_charge:R:1
C 2.3073 -1.5684 0.6499 -0.246
C 3.4429 -1.5619 -0.0509 -0.388
C 1.4481 -0.4970 0.2383 -0.085
C 2.0661 0.3562 -0.5760 -0.420
C 0.0780 -0.3340 0.6903 -0.510
C -0.9815 0.2327 -0.1670 0.042
C -0.8831 0.7088 -1.4421 -0.411
C -2.3693 0.0435 0.4930 -0.249
N -3.1072 -1.1825 0.2319 -0.799
O 0.3974 3.2942 -1.0579 -0.862
O -0.8964 3.2534 1.0239 -0.848
S 3.6801 -0.1441 -0.9896 0.437
S 0.2046 2.6389 0.1920 1.657
H 1.8837 -2.1352 1.4686 0.226
H 4.2358 -2.2701 -0.0703 0.234
H -0.2938 -1.2513 1.1080 0.234
H -0.1055 0.2639 1.6231 0.238
H 1.5772 1.1572 -1.2388 0.243
H -1.8862 0.8525 -1.8914 0.210
H -0.0796 0.7217 -2.0589 0.207
H -2.1676 0.0608 1.6158 0.189
H -2.9594 0.8141 0.1590 0.201
H -3.0119 -1.4956 -0.7392 0.358
H -2.5798 -1.9580 0.7884 0.342
```

---

Entry 2:
C6H7N | ωB97M-V/def2-TZVPD

```
14
Properties=species:S:1:pos:R:3:nbo_charge:R:1
N -0.8577 2.9261 -0.6467 -0.333
C -0.4789 1.9845 -0.0819 0.252
C -0.0320 0.8037 0.5971 -0.397
C 1.2210 0.1359 0.1186 -0.488
C 0.8981 -1.3154 -0.4619 -0.236
C -0.3626 -1.7621 -0.4854 -0.199
C -1.3634 -0.6966 -0.1411 -0.515
H -0.1711 0.8601 1.6762 0.248
H 1.6774 0.7065 -0.6972 0.247
H 1.9525 0.0403 0.9255 0.229
H 1.7489 -1.8531 -0.8713 0.228
H -0.4556 -0.9187 0.5614 0.437
H -1.5520 -0.0598 -0.9986 0.277
H -2.2246 -0.8514 0.5054 0.248
```

---

Entry 3:
C5H11N2O | ωB97M-V/def2-TZVPD

```
19
Properties=species:S:1:pos:R:3:nbo_charge:R:1
O -1.9420 1.9071 -1.2644 -0.495
C -1.0788 1.0816 -1.1336 0.421
C -0.4067 0.8870 0.1880 -0.177
C -0.1726 -0.5523 0.6188 -0.450
C 0.8904 -1.1705 -0.2881 0.153
C 0.5688 -2.1448 -1.1162 -0.424
N 2.1440 -0.5832 -0.0711 -0.849
N -1.1598 1.6758 1.2098 -0.666
H -0.7256 0.4523 -1.9557 0.175
H 0.5964 1.3059 0.0960 0.274
H 0.2550 -0.5577 1.6265 0.226
H -1.1005 -1.1167 0.5802 0.236
H -0.4484 -2.4906 -1.2346 0.213
H 1.2881 -2.6534 -1.7425 0.223
H 2.8534 -0.8764 -0.7324 0.397
H 2.5126 -0.7464 0.8638 0.383
H -0.5782 1.9135 2.0141 0.447
H -1.9592 1.1223 1.5258 0.444
H -1.5368 2.5466 0.8157 0.469
```

Calculated values
structure (SMILES) = C=C(N)C[C@H]([NH3+])C=O
total charge = +1

---

Asked for HOMO across the records above, the calculation gives -9.27, -8.46, -12.71 eV in order.
Asked for orbital gap across the records above, the calculation gives 8.55, 8.41, 8.99 eV in order.
Asked for ΔE to the lowest compared entry with this formula, charge and spin across the records above, the calculation gives 49.0, 155.1, 43.1 kcal per mole in order.